# 1
The following is a quantum chemistry calculation of an isolated molecule of C5H9NO, from OMol25.

Calculated values
- SMILES string: C=CC[C@@H](N)C=O
- Energy above the lowest of the compared OMol25 structures with the same formula, charge and spin: 356.6 kJ/mol
- HOMO-LUMO gap: 0.3611 Ha

Cartesian coordinates (Å):
C (-1.428, -1.140, -1.600)
C (-0.105, -1.004, -1.541)
C (0.622, 0.252, -0.699)
C (0.621, 0.033, 0.811)
N (1.479, 1.042, 1.375)
C (-0.740, 0.319, 1.391)
O (-0.924, 0.814, 2.491)
H (-2.117, -1.841, -1.993)
H (-2.049, -0.316, -1.158)
H (0.651, -1.551, -2.117)
H (1.624, 0.476, -0.924)
H (0.085, 1.023, -1.091)
H (1.063, -0.987, 1.230)
H (1.022, 1.407, 2.120)
H (1.741, 1.853, 0.710)
H (-1.544, -0.382, 0.994)

These are the natural (NBO) partial charges, in e, on atoms 1 to 8: -0.42 -0.16 -0.43 -0.16 -0.83 0.42 -0.52 0.21

=====

# 2
The following is a quantum chemistry calculation of an isolated molecule of C5H9NO, from OMol25.

Calculated values
- SMILES string: CC[C@H]1N=C1OC
- Energy above the lowest of the compared OMol25 structures with the same formula, charge and spin: 420.1 kJ/mol
- HOMO-LUMO gap: 0.3764 Ha

Cartesian coordinates (Å):
C (2.233, -0.683, -0.203)
C (1.615, 0.682, -0.135)
C (0.502, 0.774, 0.861)
N (-0.702, 1.461, 0.465)
C (-0.865, 0.175, 0.577)
O (-1.626, -0.781, 0.161)
C (-2.917, -0.307, -0.410)
H (2.251, -1.177, 0.759)
H (3.282, -0.772, -0.566)
H (1.916, -1.504, -0.829)
H (1.176, 0.815, -1.126)
H (2.398, 1.434, 0.207)
H (0.657, 0.719, 1.937)
H (-3.784, -0.727, 0.242)
H (-3.207, -0.872, -1.452)
H (-2.929, 0.763, -0.487)

These are the natural (NBO) partial charges, in e, on atoms 1 to 8: -0.63 -0.45 -0.07 -0.48 0.51 -0.47 -0.28 0.20

=====

# 3
The following is a quantum chemistry calculation of an isolated molecule of C5H9NO, from OMol25.

Calculated values
- SMILES string: C[C@H]1N[C@H]1[C@H]1CO1
- Energy above the lowest of the compared OMol25 structures with the same formula, charge and spin: 298.3 kJ/mol
- HOMO-LUMO gap: 0.3789 Ha

Cartesian coordinates (Å):
C (-2.189, -0.343, 0.094)
C (-1.160, 0.579, 0.710)
N (0.003, 0.144, 1.487)
C (0.222, 0.846, 0.223)
C (1.032, 0.098, -0.806)
C (2.336, -0.402, -0.352)
O (1.243, -1.288, -0.577)
H (-3.046, 0.260, -0.227)
H (-2.570, -1.064, 0.827)
H (-1.820, -0.893, -0.775)
H (-1.625, 1.433, 1.204)
H (0.188, -0.842, 1.289)
H (0.568, 1.877, 0.314)
H (0.928, 0.366, -1.858)
H (3.174, -0.500, -1.042)
H (2.605, -0.259, 0.695)

These are the natural (NBO) partial charges, in e, on atoms 1 to 8: -0.63 -0.07 -0.59 -0.12 0.04 -0.11 -0.50 0.22